Here is a 2-piece molecular cluster, C3H4N2O overall from the OMol25 dataset. Energies are from ωB97M-V/def2-TZVPD.

Geometry as XYZ:
```
10
Properties=species:S:1:pos:R:3:forces:R:3:lowdin_charge:R:1
N 0.89487 -0.89391 -0.02427 -1.1561 -2.0802 0.0037 0.12
C -0.25126 -0.80667 -0.06280 -0.5409 -0.7734 0.0092 -0.19
C -1.66202 -0.95075 -0.02651 0.4279 1.3109 -0.5944 -0.06
C -2.45575 0.10191 -0.12403 1.0346 -0.1363 1.0358 -0.15
O -3.07303 1.04678 0.01094 -0.9854 0.8861 -0.5899 0.25
H -2.15876 -1.84345 0.17296 -0.3969 -1.6096 0.1664 0.10
N 2.15370 1.05563 -0.08406 2.4373 1.0429 -2.6968 -0.02
H 2.20207 0.27569 -0.78096 0.3662 1.5025 1.3187 0.01
H 1.35650 0.91517 0.44308 -1.0491 -0.0389 1.3470 -0.07
H 2.99367 1.09960 0.47565 -0.1377 -0.1039 0.0002 0.01
```
Forces are in eV/Å.

- Orbital gap: 9.035 eV
- Lowest unoccupied orbital energy: 0.2353 eV
- Relative energy (zero: lowest compared OMol25 entry of this formula, charge and spin): 65.7 kcal per mole
- SMILES string: N#CC=C=O.N